[1]
Formula: C34H30N2O6S2Tl
Source: OMol25
Level of theory: ωB97M-V/def2-TZVPD

Last column: Mulliken charge in e.
Cartesian coordinates (Å):
Tl: 2.146577 -2.337166 1.798949  0.86
S: 2.820630 1.424655 1.044103  -0.26
C: 1.786787 2.023673 -0.111711  0.57
N: 2.251590 2.731552 -1.168585  0.21
C: 1.325073 3.198515 -2.181305  -0.66
C: 0.083249 3.697338 -1.482666  -1.02
N: -0.487644 2.605438 -0.698920  0.47
C: -1.940561 2.427291 -0.697823  -2.37
C: -2.397401 1.344946 -1.654394  1.63
C: -3.012426 0.196558 -1.169834  -0.33
C: -3.491564 -0.762939 -2.049662  -1.41
C: -3.343223 -0.588683 -3.416362  -0.59
C: -2.712544 0.547547 -3.904989  -1.00
C: -2.245089 1.511509 -3.028297  -0.25
C: 0.327180 1.843182 -0.002128  -0.24
S: -0.498332 0.604323 0.954354  0.19
C: 3.686751 2.855554 -1.436234  -2.00
C: 4.224178 1.664601 -2.204460  0.95
C: 5.021620 0.712284 -1.579918  -0.28
C: 5.501204 -0.376298 -2.294626  -0.78
C: 5.182189 -0.525403 -3.634961  -0.40
C: 4.382598 0.417895 -4.264031  -0.80
C: 3.908047 1.507656 -3.551168  -0.09
H: 1.061469 2.394114 -2.877499  0.39
H: 1.784590 4.010454 -2.741405  0.54
H: -0.650997 4.055996 -2.197997  0.47
H: 0.345185 4.515229 -0.804009  0.31
H: -2.383573 3.382662 -0.978276  0.68
H: -2.266441 2.175774 0.314431  0.77
H: -3.137591 0.062367 -0.101346  0.63
H: -3.997605 -1.640395 -1.670348  0.99
H: -3.723438 -1.334375 -4.100360  0.51
H: -2.604211 0.693181 -4.971227  0.41
H: -1.775210 2.405095 -3.424118  0.34
H: 4.204904 2.945369 -0.484438  0.72
H: 3.835781 3.771889 -2.008133  0.50
H: 5.276472 0.822874 -0.534772  0.44
H: 6.130057 -1.105642 -1.802043  0.41
H: 5.563466 -1.369933 -4.192882  0.41
H: 4.135267 0.309872 -5.311436  0.39
H: 3.297265 2.249832 -4.053390  0.41
C: 0.717163 -1.111102 6.335788  -1.60
C: 0.915107 -0.678558 4.911002  0.75
O: 1.130390 -1.507318 4.046072  -0.34
C: 0.806165 0.787063 4.628471  0.01
C: 1.044386 1.722299 5.635623  -0.45
C: 0.916968 3.080753 5.414105  -0.88
C: 0.476194 3.529357 4.180995  -0.92
C: 0.227069 2.624828 3.163345  -0.17
C: 0.431147 1.268243 3.361015  0.85
O: 0.294737 0.330279 2.351270  0.05
H: 0.607197 -2.191733 6.366225  0.36
H: -0.154535 -0.632740 6.780136  0.43
H: 1.595976 -0.834323 6.921964  0.41
H: 1.352377 1.379551 6.612981  0.34
H: 1.144498 3.785472 6.200867  0.42
H: 0.327721 4.585334 4.001746  0.45
H: -0.119811 2.986635 2.206842  0.47
O: -0.351156 -6.034842 1.901968  -0.67
C: -0.399262 -4.880369 1.508262  0.23
O: 0.431938 -3.929133 1.701124  -0.59
C: -1.615358 -4.471524 0.641997  -0.14
C: -1.882140 -3.126454 0.440940  -0.24
C: -2.973002 -2.707371 -0.325099  -1.00
C: -3.750868 -3.690098 -0.881416  1.12
O: -4.863516 -3.554407 -1.670742  -0.50
C: -5.316081 -4.877104 -1.944605  -0.29
O: -4.411277 -5.791374 -1.348530  -0.48
C: -3.476118 -5.040062 -0.686571  1.05
C: -2.416492 -5.466008 0.076491  -1.27
H: -1.234032 -2.398586 0.908556  0.36
H: -3.196072 -1.658813 -0.470397  0.53
H: -5.347001 -5.038821 -3.026366  0.29
H: -6.317476 -5.016197 -1.523122  0.24
H: -2.209089 -6.511281 0.253012  0.52

Force components x, y, z for each atom (eV/Å):
Tl -0.4 -0.7 -0.2
S -0.8 0.0 -0.2
C 1.9 0.3 0.3
N -0.6 -0.2 0.3
C -0.3 0.0 -0.1
C 0.4 0.3 -0.5
N 0.6 -0.5 0.6
C -0.7 0.0 -0.2
C 0.0 -0.1 0.0
C 0.0 0.6 -0.3
C -0.7 0.6 -1.2
C 0.0 0.1 0.1
C 0.1 0.0 -0.1
C 0.1 0.0 0.0
C -1.0 0.1 -0.1
S 0.2 0.0 0.4
C 0.3 -0.3 -0.1
C -0.1 0.0 0.0
C 0.0 0.0 0.0
C 0.0 0.0 0.0
C 0.0 0.0 0.0
C -0.1 0.0 0.0
C 0.0 0.0 0.0
H 0.1 0.0 -0.1
H 0.0 0.0 0.0
H -0.1 -0.1 0.0
H -0.1 0.0 0.0
H 0.1 0.0 0.1
H 0.1 0.1 0.0
H 0.0 0.1 0.0
H -0.4 0.9 -1.2
H 0.0 0.0 0.0
H 0.0 0.0 0.0
H 0.0 0.0 0.0
H 0.0 0.1 0.0
H -0.1 0.0 0.0
H 0.0 0.0 0.0
H 0.0 0.0 0.0
H 0.0 0.0 0.0
H 0.0 0.0 0.0
H 0.0 0.0 0.0
C 0.1 -0.1 0.0
C -0.1 -0.2 0.2
O 0.0 0.3 0.2
C 0.0 -0.1 -0.5
C 0.0 -0.1 0.0
C 0.0 0.1 0.0
C 0.0 0.0 0.1
C 0.0 -0.3 -0.2
C 0.0 0.5 0.5
O 0.1 -0.2 -0.7
H 0.0 0.0 0.0
H 0.0 0.0 0.0
H 0.0 0.0 0.1
H 0.0 0.0 0.0
H 0.0 0.0 0.0
H 0.0 0.0 0.0
H 0.0 0.0 0.0
O 0.3 0.3 0.1
C -1.1 -0.4 -0.7
O 1.0 0.7 0.4
C 0.8 0.1 0.4
C -0.2 -0.3 -0.1
C 0.2 -0.1 1.0
C 0.2 -0.6 0.3
O -0.1 0.2 0.0
C -0.4 -0.3 -0.2
O 0.1 -0.1 0.0
C 0.1 0.3 0.0
C -0.3 0.0 -0.1
H 0.0 0.0 0.0
H 0.6 -1.6 1.5
H 0.1 0.0 0.1
H 0.1 0.0 0.1
H 0.1 0.0 0.0

Calculated values
charge: +1
Kohn-Sham gap: 4.2320 eV

=====

[2]
Formula: C34H30NO5P2
Source: OMol25
Level of theory: ωB97M-V/def2-TZVPD

Last column: Mulliken charge in e.
Cartesian coordinates (Å):
C: -1.324967 -5.195086 3.957928  0.65
C: -1.245167 -4.452396 2.992669  -0.92
P: -0.969660 -3.183256 1.678814  0.29
C: -2.642615 -2.399629 1.249021  -0.57
C: -3.167075 -1.390017 2.365155  -0.25
O: -4.157944 -1.919714 3.236147  -0.36
C: -5.360604 -2.304906 2.527350  -0.19
C: -6.547034 -2.474368 3.578314  -1.10
P: 0.548734 -1.688770 2.262413  0.35
N: 0.584470 -1.456819 3.841328  -0.71
H: -1.493063 -6.084641 4.624452  0.40
H: -0.520756 -3.780897 0.446981  0.22
H: -2.463730 -1.853792 0.270597  0.40
H: -3.324705 -3.268619 1.028419  0.46
H: -2.272047 -1.132895 3.025746  0.06
H: -3.480098 -0.393643 1.906047  0.33
H: -5.164438 -3.358830 2.130469  0.18
H: -5.639288 -1.615958 1.677327  0.34
H: -6.078246 -3.009425 4.467615  0.28
H: -7.352462 -3.160567 3.183528  0.35
H: -7.002894 -1.487835 3.886933  0.30
H: 1.819021 -2.205309 1.839735  0.19
H: 0.318312 -0.437327 1.598594  0.10
H: -0.141018 -2.028715 4.303751  0.27
C: -0.603059 8.075605 -1.319750  -0.47
C: 0.659320 8.224735 -0.750806  -0.48
C: 1.111168 7.309616 0.190238  -0.55
C: 0.297021 6.247446 0.575358  0.23
C: -0.978365 6.111805 0.022634  0.19
C: -1.421010 7.022454 -0.934213  -0.56
C: -1.875146 5.015009 0.458719  0.59
O: -2.985120 4.892077 -0.023962  -0.66
C: -1.399766 4.072112 1.501799  0.18
C: -2.251708 3.070941 1.963607  -0.77
C: -1.811783 2.175646 2.929597  -0.37
C: -0.515648 2.270678 3.432199  -0.78
C: 0.334274 3.270327 2.978713  -0.62
C: -0.109031 4.179247 2.019471  0.17
C: 0.795865 5.265806 1.567551  0.58
O: 1.925632 5.351004 2.009103  -0.65
H: -0.950940 8.786018 -2.061275  0.40
H: 1.291967 9.055014 -1.043807  0.40
H: 2.096819 7.427543 0.626192  0.47
H: -2.404936 6.914291 -1.376349  0.47
H: -3.260808 2.990312 1.573963  0.50
H: -2.478445 1.400148 3.291888  0.76
H: -0.170485 1.566068 4.181834  0.45
H: 1.340530 3.343539 3.376158  0.50
C: 1.280962 -1.931169 -0.598742  1.49
C: 0.962837 -0.833136 -1.394140  -0.80
C: 1.508212 -0.717855 -2.664363  -0.97
C: 2.382347 -1.694551 -3.137899  0.14
C: 2.717569 -2.779991 -2.330229  -0.19
C: 2.155344 -2.902045 -1.062642  -0.37
C: 3.686042 -3.802688 -2.802846  0.51
O: 3.972342 -4.749806 -2.096209  -0.66
C: 4.299135 -3.642175 -4.141021  0.24
C: 5.251701 -4.560914 -4.575715  -0.55
C: 5.822499 -4.426278 -5.834178  -0.50
C: 5.437662 -3.378833 -6.667584  -0.48
C: 4.492866 -2.457344 -6.237105  -0.57
C: 3.928083 -2.580257 -4.969887  0.18
C: 2.947369 -1.571435 -4.506944  0.70
O: 2.611490 -0.653739 -5.228395  -0.64
H: 0.845850 -2.028102 0.398144  -0.88
H: 0.287763 -0.068050 -1.023304  0.52
H: 1.255410 0.135267 -3.284009  0.49
H: 2.403377 -3.752819 -0.434968  0.55
H: 5.553417 -5.380410 -3.933153  0.46
H: 6.567468 -5.139489 -6.168445  0.40
H: 5.879104 -3.279262 -7.652769  0.41
H: 4.200666 -1.641267 -6.888259  0.47

Force components x, y, z for each atom (eV/Å):
C -0.4 -0.8 -1.0
C 0.8 1.2 -0.3
P -2.1 -1.6 0.0
C 0.4 0.2 -0.4
C 0.8 0.4 0.7
O 0.1 0.5 -1.4
C -1.1 -1.5 0.5
C 0.8 -0.2 0.0
P 1.7 1.4 4.6
N -1.4 -1.1 -1.6
H 0.4 1.7 -0.7
H -0.3 -0.1 0.9
H -0.1 -0.6 1.1
H 0.6 0.9 0.3
H -1.2 -0.2 -0.6
H 0.2 -1.4 0.2
H -0.4 1.3 0.1
H 0.5 -0.5 0.9
H -0.7 0.9 -0.9
H 0.9 0.9 0.2
H 0.6 -1.2 -0.3
H -0.7 0.2 -0.1
H -0.1 -0.8 -0.5
H 0.6 0.5 0.2
C 0.0 -0.1 0.1
C -0.1 -0.1 0.1
C 0.1 0.2 -0.1
C -0.1 0.1 -0.1
C 0.1 0.1 0.0
C 0.0 0.2 -0.1
C -0.7 0.1 -0.4
O 0.2 -0.1 0.1
C 0.1 -0.2 0.2
C -0.1 -0.2 0.1
C 0.1 0.1 -0.2
C 0.1 0.0 0.0
C 0.0 -0.2 0.1
C -0.2 -0.3 0.1
C 0.8 0.3 0.2
O -0.2 -0.1 0.0
H 0.0 -0.1 0.1
H 0.0 -0.1 0.0
H -0.1 -0.2 0.0
H 0.1 -0.1 0.1
H 0.1 0.2 -0.1
H 0.0 0.1 0.0
H 0.0 0.0 0.0
H -0.1 0.1 -0.1
C 0.0 0.0 -0.8
C -0.1 0.0 0.0
C -0.1 0.1 0.1
C -0.2 0.0 0.4
C -0.2 0.3 0.1
C -0.2 0.0 0.4
C 0.4 -0.8 0.2
O -0.2 0.2 0.0
C 0.1 0.1 -0.2
C 0.1 -0.1 -0.1
C -0.1 0.1 0.1
C -0.1 0.0 0.1
C 0.1 0.0 -0.2
C 0.1 -0.2 0.0
C 0.0 0.5 -0.8
O -0.1 -0.1 0.3
H 0.3 0.0 -1.7
H 0.0 0.0 -0.1
H 0.1 -0.1 -0.1
H 0.2 0.0 -0.2
H -0.1 0.1 0.0
H -0.1 0.1 0.0
H 0.0 0.0 0.1
H -0.1 0.0 0.2

Calculated values
charge: +1
Kohn-Sham gap: 7.0642 eV

=====

[3]
Formula: C34H31BCrIN11O3PS
Source: OMol25
Level of theory: ωB97M-V/def2-TZVPD

Last column: Mulliken charge in e.
Cartesian coordinates (Å):
Cr: 0.536030 -1.108337 2.988084  -0.05
C: 2.232144 -1.005325 6.891082  -1.10
C: 1.594324 -1.650399 5.821568  -0.56
N: 1.492994 -0.867033 4.730637  -0.11
N: 2.258781 0.260957 5.046524  0.32
C: 2.716796 0.162961 6.310734  0.06
B: 2.417541 1.380097 3.999039  0.47
N: 0.996165 1.859160 3.547321  0.34
C: 0.636617 3.037526 2.958462  -0.18
C: -0.592851 2.777591 2.285475  -1.10
C: -0.870182 1.380402 2.475489  0.08
N: -0.007310 0.833624 3.325064  -0.23
N: 3.000387 0.637825 2.753320  0.58
C: 3.760234 1.185679 1.807834  -0.41
C: 3.602704 0.459571 0.634567  -0.96
C: 2.676414 -0.535277 0.910884  -0.28
N: 2.244818 -0.350678 2.205345  -0.02
N: 3.331151 2.493888 4.343041  0.69
C: 4.681535 2.401756 4.780582  -0.30
C: 4.944420 3.589552 5.461527  -0.85
C: 3.694968 4.281057 5.523406  -0.29
N: 2.728370 3.556051 4.866265  -1.08
H: 2.298737 -1.169302 7.953131  0.40
H: 1.107237 -2.615570 5.867020  0.48
H: 3.427130 0.912966 6.766898  0.31
H: 1.290332 3.886163 3.074588  0.53
H: -1.383458 3.437561 1.909958  0.40
H: -1.726917 0.936173 1.987441  0.46
H: 4.459901 1.998180 1.880939  0.49
H: 4.053014 0.638196 -0.323592  0.38
H: 2.214237 -1.295394 0.322409  0.38
H: 5.315270 1.619164 4.378594  0.51
H: 5.886335 3.842989 5.944318  0.39
H: 3.400523 5.199344 6.012240  0.46
O: -4.131692 -0.367981 -1.592434  -0.78
S: -3.132293 0.543297 -2.075712  1.21
O: -2.615660 1.567161 -1.198601  -0.62
O: -1.806663 -0.519338 -2.321331  0.15
C: -3.446058 0.957749 -3.776717  0.27
C: -4.402513 1.892142 -4.256520  -0.80
C: -4.542464 1.978600 -5.621752  -0.54
C: -3.671229 1.295678 -6.511844  -0.64
C: -2.589674 0.527802 -6.014049  -0.66
C: -2.447833 0.487974 -4.602373  0.04
P: -1.242818 -0.493190 -3.892000  1.11
C: 0.230668 0.466309 -3.711763  0.57
C: 0.393195 1.880970 -4.062491  -0.53
C: 1.641519 2.425277 -3.843184  -0.60
C: 2.682250 1.694633 -3.271456  -0.66
C: 2.466561 0.402587 -2.772273  -0.77
C: 1.257822 -0.257638 -3.113850  -0.80
C: -1.034986 -2.127185 -4.519240  0.45
C: -1.972114 -3.209373 -4.198801  -0.67
C: -2.000505 -4.312441 -5.054877  -0.64
C: -1.142661 -4.445428 -6.131662  -0.39
C: -0.184683 -3.401139 -6.402359  -0.48
C: -0.088331 -2.343492 -5.510197  -0.20
H: -4.941078 2.460522 -3.533084  0.49
H: -5.351035 2.564735 -6.090660  0.33
H: -3.823655 1.400714 -7.603372  0.37
H: -1.962244 -0.003186 -6.735470  0.39
H: -0.425335 2.483720 -4.578350  0.32
H: 1.797132 3.481533 -4.040974  0.38
H: 3.642229 2.131567 -3.170382  0.46
H: 3.327399 -0.074913 -2.195627  0.53
H: 1.102673 -1.244687 -2.944763  0.77
H: -2.442937 -3.153946 -3.207138  0.37
H: -2.740268 -5.024158 -4.984799  0.46
H: -1.199493 -5.277962 -6.830357  0.38
H: 0.433287 -3.257954 -7.311659  0.32
H: 0.694006 -1.542281 -5.605125  0.28
I: 1.331965 -3.787466 2.160576  -0.51
N: -4.281184 -2.192986 0.916740  -0.31
C: -3.368822 -2.455078 1.915916  0.18
C: -2.099511 -1.864376 1.943497  -0.54
N: -1.495791 -1.705462 3.131632  0.44
C: -2.014981 -2.229084 4.258827  -0.40
C: -3.134833 -3.045953 4.132402  -0.38
N: -3.810533 -3.174107 2.961233  -0.61
H: -4.026727 -1.645404 0.126964  0.21
H: -5.261468 -2.304148 1.122184  0.22
H: -1.544133 -1.626504 1.021960  0.81
H: -1.517650 -2.037878 5.213912  0.47
H: -3.525266 -3.689371 4.941190  0.36

Force components x, y, z for each atom (eV/Å):
Cr -0.6 -1.5 -1.6
C 0.6 0.9 -0.9
C -1.1 0.5 0.4
N 2.7 0.1 3.8
N -0.6 -0.7 0.4
C 0.4 0.8 0.5
B -0.7 -1.5 -1.0
N -1.4 -0.7 -0.1
C -1.9 -2.4 -0.4
C 0.3 -0.5 0.7
C 0.4 3.0 0.5
N 1.6 2.3 -1.2
N -1.0 0.3 -0.7
C 0.8 -0.6 -1.6
C 0.0 -0.2 -0.2
C -0.7 1.4 2.5
N 1.8 -0.5 -1.9
N 1.9 -0.3 1.8
C -1.6 1.5 -1.0
C -0.6 -0.8 0.1
C -1.0 -2.0 -1.2
N 1.9 2.3 1.4
H 0.2 -0.7 -0.2
H 0.0 0.1 -0.3
H -1.2 -0.8 -0.8
H -0.3 0.1 0.0
H 1.0 0.0 -0.2
H 0.1 -0.6 0.5
H -0.2 0.2 0.7
H 0.3 0.1 0.1
H 0.0 -0.3 -0.2
H -0.1 0.1 0.4
H -0.3 0.1 -0.3
H 0.2 -0.1 -0.1
O -0.2 0.4 0.4
S 0.6 -0.2 -0.4
O -0.6 -0.6 -0.7
O -0.3 0.4 -1.5
C -1.0 1.4 2.4
C 0.7 -1.2 -0.2
C -0.9 1.0 0.0
C 1.9 -1.6 -0.3
C -2.4 1.8 -1.2
C 1.9 -2.2 -2.4
P -1.3 1.4 2.1
C 1.3 1.1 -0.8
C -1.1 -1.7 -0.3
C -0.2 0.4 0.1
C -1.1 -1.2 0.7
C 0.9 -0.4 -0.4
C 1.4 4.0 -0.1
C -0.8 -2.5 1.0
C 1.8 1.5 -0.3
C 1.1 1.6 0.3
C 1.8 2.2 -1.4
C -0.6 -0.8 0.2
C 0.3 1.7 -0.4
H -0.7 0.3 0.1
H 0.5 -0.1 0.6
H 0.1 -0.2 0.8
H 0.1 0.2 0.5
H 1.1 -1.1 1.0
H 0.1 -0.2 -0.3
H 0.7 0.5 0.3
H -1.5 0.3 -1.1
H -0.2 -2.9 0.9
H -0.5 -0.1 -0.9
H -1.4 -1.7 0.8
H -0.2 0.1 0.3
H -0.4 -1.0 0.7
H -0.8 -0.9 -0.4
I -0.4 0.7 0.2
N 0.8 -0.9 0.8
C -2.0 0.3 0.1
C 0.9 -0.2 0.8
N 0.2 -0.6 -0.7
C -0.6 -0.2 -0.3
C -0.5 -0.6 -0.8
N 0.8 0.8 0.8
H 0.1 0.5 -0.5
H 0.2 -0.2 0.0
H -0.4 0.2 0.6
H -0.1 -0.1 -0.5
H 0.4 0.6 -0.3

Calculated values
spin multiplicity: 6
Kohn-Sham gap (alpha / beta): 4.3709 / 7.0268 eV
<S²>: 8.7777